1.
Here is the ion CH3O4P with charge -2 from OMol25. Energies are from ωB97M-V/def2-TZVPD.

Geometry (Å):
O  1.67120  0.76134  1.24522
P  1.20567  0.10233  -0.07081
O  1.15540  -1.40038  -0.01591
O  1.84356  0.63915  -1.33462
C  -0.95083  0.43652  -0.04484
O  -1.57379  -0.89030  0.07709
H  -1.43685  1.05645  0.76630
H  -1.07349  0.76695  -1.08765
H  -0.84087  -1.47205  0.46522

The value obtained for the total energy is -682.2358 Ha. The calculation puts the orbital gap at 6.48 eV. As for the relative energy (zero: lowest compared OMol25 entry of this formula, charge and spin): 0.2516 eV. Its total charge is -2. The SMILES is O=P([O-])([O-])CO. Its LUMO energy is 0.2681 hartree.



2.
Here is a cluster of 2 separate species, C39H46F6N4P in total from OMol25. Energies are from ωB97M-V/def2-TZVPD.

Geometry (Å):
F  -4.73329  0.68654  7.00628
C  -4.70868  0.44679  5.67306
F  -3.85559  -0.61129  5.44443
F  -5.96485  0.01020  5.30012
C  -4.30223  1.61550  4.82269
N  -4.29110  1.17014  3.42387
C  -5.35909  1.64340  2.61571
C  -5.36543  2.98611  2.19576
C  -6.43339  3.47412  1.45003
C  -7.52791  2.64643  1.17197
C  -7.54575  1.32478  1.63166
C  -6.46007  0.81799  2.34254
C  -3.16563  0.61932  2.86136
C  -3.31140  -0.24811  1.75811
C  -2.19434  -0.80496  1.16278
C  -0.88201  -0.33380  1.44638
C  0.22004  -0.74828  0.61067
C  1.52166  -0.14832  0.80773
C  2.69877  -0.94096  0.80361
C  3.92991  -0.41473  1.14193
C  4.07211  0.97439  1.37513
N  5.29586  1.55114  1.61969
C  6.47049  0.74844  1.97094
C  6.52695  0.62715  3.46793
F  7.52586  -0.16073  3.93862
F  6.67926  1.88275  4.03065
F  5.33237  0.13791  3.94803
C  5.56231  2.90042  1.26225
C  5.33536  3.93422  2.18515
C  5.69200  5.24090  1.86041
C  6.24039  5.52648  0.60574
C  6.46955  4.49733  -0.31417
C  6.16937  3.18181  0.02525
C  2.92125  1.79223  1.32475
C  1.68058  1.24696  1.05339
C  -0.75980  0.48550  2.61484
C  -1.86777  0.91421  3.33099
H  -5.06294  2.39141  4.92356
H  -3.31828  1.95373  5.14756
H  -4.50529  3.60950  2.45431
H  -6.40860  4.50441  1.09120
H  -8.37202  3.03343  0.59983
H  -8.40279  0.67843  1.43941
H  -6.44241  -0.20915  2.71017
H  -4.31587  -0.49226  1.40976
H  -2.30963  -1.60495  0.44216
H  0.17956  -1.77030  0.22898
H  2.61808  -2.01090  0.59063
H  4.80199  -1.06856  1.20164
H  6.42763  -0.25180  1.54162
H  7.35797  1.29341  1.64738
H  4.88836  3.68075  3.14864
H  5.53301  6.03085  2.59471
H  6.49581  6.55471  0.34683
H  6.88873  4.71153  -1.29875
H  6.36399  2.34694  -0.65427
H  3.02354  2.86136  1.52743
H  0.81369  1.90240  1.05037
H  0.22204  0.78359  2.98340
H  -1.74047  1.52478  4.22305
C  2.82787  -3.42778  -4.68469
C  2.13628  -2.27997  -3.95889
C  2.85128  -2.01634  -2.63334
C  2.19973  -1.01931  -4.82670
N  0.72977  -2.61314  -3.71821
C  0.27126  -3.98292  -3.77649
C  -1.23082  -3.97486  -3.54327
N  -1.63968  -2.59798  -3.39168
C  -3.05390  -2.24893  -3.20347
C  -3.94122  -3.40424  -3.64677
C  -3.36775  -0.99708  -4.02715
C  -3.33440  -1.94974  -1.73726
P  -0.38164  -1.53619  -3.09461
H  -0.13374  -1.18122  -1.43931
H  2.33761  -3.64945  -5.64118
H  3.86093  -3.13229  -4.90401
H  2.86783  -4.34069  -4.07591
H  2.45834  -1.12858  -2.12442
H  2.74074  -2.87878  -1.96240
H  3.92264  -1.86100  -2.82231
H  1.74548  -0.14859  -4.33875
H  3.25025  -0.78541  -5.04503
H  1.68800  -1.19091  -5.78195
H  0.48404  -4.41102  -4.76659
H  0.78120  -4.61252  -3.02882
H  -1.73740  -4.42370  -4.40777
H  -1.48976  -4.57630  -2.65709
H  -3.78579  -4.30411  -3.03590
H  -4.98867  -3.10348  -3.52493
H  -3.78565  -3.64960  -4.70482
H  -2.76296  -0.13398  -3.72447
H  -3.19649  -1.18756  -5.09300
H  -4.42662  -0.73944  -3.89400
H  -2.84853  -1.02310  -1.41632
H  -4.41518  -1.83577  -1.57894
H  -2.98488  -2.77936  -1.10939

The value obtained for the total energy is -2673.0407 Ha. The calculation puts the orbital gap at 5.27 eV. As for the relative energy (zero: lowest compared OMol25 entry of this formula, charge and spin): 0.8535 eV. Its total charge is +1. Its LUMO energy is -0.1629 hartree.



3.
Here is the ion C4H7BrNO with charge +1 from OMol25. Energies are from ωB97M-V/def2-TZVPD.

Geometry (Å):
C  0.11996  0.91991  0.71051
C  0.74612  1.29688  1.83126
C  0.95516  0.29047  -0.50359
C  -1.23791  -0.81618  -1.37427
N  0.16611  -0.92921  -0.97731
O  -1.98668  -1.72333  -0.74264
Br  -0.21872  2.23628  3.12029
H  -0.89127  1.18434  0.48918
H  0.83855  1.03450  -1.39994
H  2.00359  0.04590  -0.27930
H  1.64143  0.95757  2.15347
H  0.59167  -1.26872  -1.80715
H  0.14004  -1.70398  -0.26614
H  -2.86805  -1.52443  -0.95435

The value obtained for the total energy is -2860.2217 Ha. The calculation puts the orbital gap at 8.11 eV. As for the relative energy (zero: lowest compared OMol25 entry of this formula, charge and spin): 3.5817 eV. Its total charge is +1. Its LUMO energy is -0.1880 hartree.



4.
Here is a cluster of 7 separate species, C25H40F2I2N10O3P in total from OMol25. Energies are from ωB97M-V/def2-TZVPD.

Geometry (Å):
C  -2.80441  4.54493  3.30511
C  -1.33079  4.11445  2.84427
C  -0.99711  2.53927  3.10192
F  -1.41741  2.30404  4.47680
N  -1.66221  1.66549  2.11508
C  -3.01738  1.02904  2.40167
C  -4.21889  1.74865  1.57833
C  -5.55292  0.88450  1.95752
I  -5.64539  -1.05147  0.97315
C  -1.21188  1.35231  0.88665
N  -1.86035  0.46879  -0.09967
C  -1.04937  0.33883  -1.28533
P  -1.46006  -0.74388  -2.78421
O  -3.11529  -1.19396  -2.59914
O  -1.38800  0.15608  -4.25284
N  0.05763  1.21274  -0.97035
C  1.09543  1.27972  -2.02749
C  2.29298  0.19164  -1.82981
O  3.35601  0.43177  -2.43933
F  2.15687  -0.99033  -1.06215
N  0.00484  1.81344  0.26637
C  1.12191  2.68491  0.68125
C  2.21781  1.72551  1.44020
C  2.85947  2.39891  2.74664
I  4.79342  3.29687  2.22386
H  -2.79983  5.58006  3.82202
H  -3.35685  3.78749  3.95314
H  -3.45029  4.69449  2.35374
H  -1.08417  4.44358  1.77318
H  -0.58667  4.68696  3.52489
H  0.15120  2.40439  3.15681
H  -3.31616  1.07717  3.49703
H  -3.02347  -0.09412  2.11906
H  -4.10806  1.63611  0.44113
H  -4.43595  2.81140  1.92799
H  -5.49131  0.68858  3.09427
H  -6.50392  1.49025  1.79213
H  -3.61844  -0.39684  -2.91369
H  -1.91786  0.98584  -4.20083
H  0.69072  1.06927  -3.09192
H  1.63260  2.29138  -2.11055
H  1.70533  3.18328  -0.17062
H  0.87164  3.50810  1.42723
H  2.99000  1.29784  0.70113
H  1.60266  0.81020  1.80062
H  3.11828  1.53117  3.46669
H  2.16968  3.10428  3.31900
C  4.07961  -1.13538  -5.16047
C  5.37194  -1.76242  -5.59171
N  6.39077  -2.25708  -5.93126
H  3.69061  -0.50042  -5.95837
H  3.34703  -1.91233  -4.93473
H  4.24070  -0.52786  -4.26817
C  9.50302  -0.25359  -6.59215
C  9.97455  0.62408  -7.71397
N  10.34596  1.31513  -8.59905
H  9.72739  0.21669  -5.63345
H  8.42536  -0.40862  -6.66929
H  10.00588  -1.22095  -6.64063
C  -4.92928  -4.93097  3.38177
C  -4.86350  -3.55605  3.97695
N  -4.81238  -2.47135  4.44563
H  -4.14698  -5.04769  2.62958
H  -4.78737  -5.68056  4.16201
H  -5.90217  -5.08673  2.91149
C  -8.04377  -7.83385  4.98825
C  -7.84968  -6.92631  3.81003
N  -7.69754  -6.21057  2.88097
H  -7.50567  -7.44033  5.85217
H  -9.10522  -7.90420  5.23121
H  -7.66463  -8.83017  4.75533
C  9.46054  -2.16808  -10.26838
C  9.67132  -3.63330  -10.02514
N  9.83760  -4.78809  -9.83324
H  9.66104  -1.60734  -9.35452
H  10.13399  -1.82107  -11.05360
H  8.42993  -1.98755  -10.57804
C  -2.94937  1.99929  7.80624
C  -3.80387  2.41157  6.64509
N  -4.47768  2.73661  5.72945
H  -2.43533  2.87021  8.21604
H  -3.57109  1.55340  8.58429
H  -2.20798  1.26825  7.47969

The value obtained for the total energy is -2885.8782 Ha. The calculation puts the orbital gap at 7.18 eV. As for the relative energy (zero: lowest compared OMol25 entry of this formula, charge and spin): 6.3288 eV. Its total charge is +1. Its LUMO energy is -0.1506 hartree.